Computed, not measured: the molecule C5H7N, with wB97M-V/def2-TZVPD.

Results
Relative energy (zero: lowest compared OMol25 entry of this formula, charge and spin), kJ/mol: 163.6
Largest force on an atom, eV Å⁻¹: 0.41
Charge: 0
Highest occupied orbital energy, eV: -9.2

Last columns: bonded neighbours and bond lengths (Å).
Cartesian coordinates (Å):
1 H 0.127 -2.985 0.385  N2 1.025
2 N 0.022 -2.349 1.182  H1 1.025, C3 1.274
3 C -0.363 -1.205 0.776  N2 1.274, C4 1.479, H8 1.095
4 C -0.662 -0.820 -0.620  C3 1.479, C5 1.342, H9 1.090
5 C -0.505 0.416 -1.117  C4 1.342, C6 1.470, H10 1.091
6 C 0.055 1.553 -0.371  C5 1.470, C7 1.336, H11 1.090
7 C 1.063 1.454 0.500  C6 1.336, H12 1.086, H13 1.088
8 H -0.483 -0.419 1.530  C3 1.095
9 H -1.058 -1.605 -1.265  C4 1.090
10 H -0.806 0.608 -2.147  C5 1.091
11 H -0.384 2.529 -0.577  C6 1.090
12 H 1.423 2.316 1.054  C7 1.086
13 H 1.572 0.508 0.671  C7 1.088